Record 1
Below is a molecular structure, C25H22PPd, with properties calculated with the ωB97M-V functional and the def2-TZVPD basis.

Net charge ... -1
Relative energy (zero: lowest compared OMol25 entry of this formula, charge and spin) ... 0.9 kcal/mol
HOMO energy ... -0.102 hartree
Gap between HOMO and LUMO ... 5.85 eV
Lowest unoccupied orbital energy ... 0.1129 Eh

The geometry in XYZ format:
```
49
Properties=species:S:1:pos:R:3:forces:R:3:mulliken_charge:R:1
Pd -0.5023 0.7850 1.2858 0.03 -0.08 0.44 -0.4217
C -2.4779 -2.9038 3.8857 -0.03 -0.06 -0.01 -1.5723
C -2.0397 -1.4782 3.6876 0.10 0.01 0.09 0.8294
C -0.9737 -0.9559 4.4798 -0.08 -0.02 -0.04 -0.4499
C -0.5413 0.3238 4.3093 0.04 0.02 -0.07 -0.6356
C -1.1279 1.1808 3.3277 -0.03 0.08 -0.07 -0.2759
C -2.2443 0.6965 2.5776 -0.08 -0.01 -0.06 -0.9234
C -2.6523 -0.6574 2.7853 0.00 0.05 -0.09 -0.1284
H -3.0090 -3.0384 4.8334 0.02 0.01 0.01 0.3237
H -1.6235 -3.5853 3.8985 0.01 0.01 -0.01 0.3461
H -3.1456 -3.2257 3.0847 -0.01 0.02 0.00 0.3411
H -0.4999 -1.5940 5.2188 -0.01 -0.01 0.00 0.3073
H 0.2717 0.7088 4.9150 -0.02 0.00 0.02 0.4010
H -0.9439 2.2461 3.4101 -0.03 -0.01 0.01 0.4317
H -2.9445 1.3743 2.0984 0.02 0.02 0.03 0.3967
H -3.4792 -1.0390 2.1933 -0.01 0.00 0.03 0.2722
C 1.8890 0.3574 -5.6978 -0.02 -0.04 -0.02 -0.4028
C 0.9014 -0.3289 -5.0045 0.01 0.01 0.00 -0.6764
C 0.5572 0.0497 -3.7141 -0.01 0.02 0.03 -0.2216
C 1.1847 1.1281 -3.0907 -0.02 -0.04 -0.02 0.4046
C 2.1583 1.8212 -3.8111 0.02 0.02 -0.01 -0.2482
C 2.5193 1.4358 -5.0942 0.02 0.03 0.01 -0.5104
P 0.8075 1.7297 -1.3842 0.00 0.09 -0.05 -0.5703
C -0.7117 0.7941 -0.9812 -0.20 -0.13 0.01 0.0402
C -0.7712 -0.5804 -0.6513 0.02 -0.08 -0.18 0.5262
C -1.9932 -1.2598 -0.6323 0.07 0.04 0.05 -0.8045
C -3.1788 -0.5973 -0.9053 0.01 0.10 -0.02 -0.2740
C -3.1491 0.7706 -1.1700 -0.07 -0.10 0.01 -0.7864
C -1.9443 1.4521 -1.1891 0.12 0.05 0.01 -0.3654
C 2.0513 0.8807 -0.3582 0.01 -0.03 0.09 0.9040
C 3.3347 0.5558 -0.7873 -0.05 0.03 -0.07 -0.5253
C 4.2459 0.0351 0.1218 0.05 -0.02 0.00 -0.5083
C 3.8530 -0.1519 1.4406 -0.01 0.00 0.04 -0.6398
C 2.5597 0.1711 1.8427 -0.03 0.01 -0.01 -0.0261
C 1.6029 0.7041 0.9671 0.14 -0.01 -0.11 -0.7149
H 2.1585 0.0567 -6.7030 0.01 0.01 0.00 0.3528
H 0.3960 -1.1685 -5.4670 0.01 0.00 -0.01 0.3746
H -0.2134 -0.4984 -3.1865 0.00 -0.01 0.00 0.3475
H 2.6398 2.6810 -3.3567 -0.01 0.00 0.01 0.3953
H 3.2868 1.9871 -5.6245 0.00 -0.01 -0.01 0.3699
H 0.1479 -1.1421 -0.5338 0.02 0.05 0.00 0.4878
H -1.9954 -2.3169 -0.3938 -0.03 0.00 -0.01 0.3660
H -4.1213 -1.1309 -0.8897 0.00 0.00 0.00 0.4059
H -4.0713 1.3099 -1.3518 0.00 -0.01 0.00 0.3595
H -1.9259 2.5153 -1.4033 -0.01 -0.01 -0.01 0.3630
H 3.6254 0.6955 -1.8243 0.02 0.00 0.01 0.3388
H 5.2493 -0.2259 -0.1963 0.00 0.00 -0.01 0.3489
H 4.5587 -0.5585 2.1593 0.00 -0.01 0.00 0.3542
H 2.2818 -0.0088 2.8792 0.01 0.01 0.00 0.2934
```
Forces are in eV/Å.

Record 2
Below is 3 unconnected molecules or ions with the total composition C3H8NO4 at a distorted geometry, with properties calculated with the ωB97M-V functional and the def2-TZVPD basis.

Net charge ... -1
Relative energy (zero: lowest compared OMol25 entry of this formula, charge and spin) ... 199.8 kcal/mol
HOMO energy ... -0.183 hartree
Gap between HOMO and LUMO ... 3.76 eV
Lowest unoccupied orbital energy ... -0.0453 Eh

The geometry in XYZ format:
```
16
Properties=species:S:1:pos:R:3:forces:R:3:mulliken_charge:R:1
O 1.9930 1.1301 0.9307 -2.16 -1.48 -0.31 -0.5783
C 1.0150 0.3791 1.2015 4.02 1.18 3.79 0.5508
O 0.8438 -0.3245 2.2429 -0.57 0.97 -2.22 -0.6775
C -0.1132 0.3489 0.1286 -2.70 -3.21 -2.41 0.3922
C 0.3883 -0.3302 -1.2025 -3.27 0.60 1.18 -0.9091
O -0.4063 1.9909 -2.3500 -0.26 0.81 0.78 -0.7206
N -1.3285 -0.2844 0.6804 2.67 0.15 -1.29 -0.4289
H -1.0442 -0.6738 1.5864 -0.63 0.65 0.32 0.3402
H -0.0600 0.4185 -1.9442 0.74 -0.52 -0.37 0.3080
H 1.4421 -0.3422 -1.2788 1.03 0.28 -0.16 0.3212
H -0.1183 -1.3045 -1.3742 0.61 0.51 0.45 0.3639
H -0.7022 2.7595 -2.8784 0.13 -0.62 0.07 0.1980
H -1.7187 -1.0710 0.0941 0.11 -0.08 -0.05 0.3962
H -2.2043 -3.3129 -0.8964 -0.59 -0.70 0.19 0.1724
H -0.2946 1.4347 -0.1419 0.29 0.26 0.18 0.1800
O -1.6479 -2.5845 -0.6605 0.56 1.21 -0.14 -0.9087
```
Forces are in eV/Å.

Record 3
Below is a molecular structure, C43H36HgN4O3P2S, with properties calculated with the ωB97M-V functional and the def2-TZVPD basis.

Net charge ... -1
HOMO energy (alpha / beta) ... -0.080 / -0.154 hartree
Gap between HOMO and LUMO (alpha / beta) ... 4.41 / 6.44 eV
Spin multiplicity ... 2
<S²> ... 0.77
Lowest unoccupied orbital energy (alpha / beta) ... 0.0823 / 0.0823 Eh

The geometry in XYZ format:
```
90
Properties=species:S:1:pos:R:3:forces:R:3:mulliken_charge:R:1
Hg -0.5695 1.0192 -1.4564 -0.07 -0.15 0.19 1.4343
O -5.1792 1.2223 -2.7578 0.06 -0.04 0.05 -0.7153
C -5.0102 1.9670 -3.8635 -0.04 0.00 -0.03 0.3232
C -6.1516 2.4413 -4.5141 0.06 0.02 -0.02 -0.6626
C -6.0388 3.2100 -5.6567 -0.02 -0.01 0.00 -0.2727
C -4.7849 3.5192 -6.1731 -0.03 0.00 0.00 -0.7554
C -3.6553 3.0517 -5.5265 0.03 0.06 -0.05 -0.3326
C -3.7385 2.2800 -4.3726 -0.03 -0.02 0.01 0.0836
C -2.5081 1.7832 -3.6918 0.01 0.12 -0.15 0.9008
O -2.6585 0.9332 -2.7359 0.13 -0.22 0.17 -1.0169
N -1.3744 2.2670 -4.1180 -0.08 -0.16 0.04 -0.7679
N -0.2749 1.7553 -3.4574 -0.01 0.13 0.03 0.1829
C 0.8767 2.0988 -4.0165 0.02 0.05 -0.08 -0.6620
C 2.1663 1.7181 -3.6205 -0.01 0.06 -0.07 0.7380
C 3.2700 2.2194 -4.3764 -0.02 0.03 -0.04 -0.9651
C 4.5456 1.8666 -4.0653 0.03 -0.02 0.03 -0.2955
C 4.7561 0.9925 -2.9750 0.03 0.02 -0.03 -1.3505
C 3.6413 0.5640 -2.2861 0.02 -0.15 0.07 0.1190
N 2.3762 0.8862 -2.5513 0.00 -0.05 0.02 0.1327
H -4.2549 0.9612 -2.4762 -0.05 0.03 -0.03 0.4076
H -7.1155 2.1881 -4.0959 -0.07 -0.02 0.03 0.4098
H -6.9340 3.5686 -6.1501 -0.03 0.01 -0.01 0.3496
H -4.6919 4.1169 -7.0698 0.00 0.03 -0.04 0.3704
H -2.6657 3.2784 -5.8997 0.01 0.00 0.00 0.4354
H 0.7919 2.7216 -4.9019 -0.01 0.00 0.00 0.2858
H 3.0636 2.8858 -5.2043 -0.01 0.02 -0.03 0.3124
H 5.3788 2.2496 -4.6413 0.03 0.01 -0.02 0.3975
H 5.7429 0.6714 -2.6736 0.03 -0.01 0.01 0.4392
H 3.7877 -0.0965 -1.4359 0.00 -0.03 -0.03 0.3679
O -0.4701 3.0279 -0.0515 0.10 -0.07 -0.06 -0.7536
N -1.2049 3.2536 1.0099 0.00 0.01 0.01 0.3732
C -0.8289 4.3093 1.7675 0.02 0.09 0.12 -0.2145
C -1.4899 4.6707 2.9076 -0.04 -0.04 -0.01 -0.7842
C -2.5985 3.9124 3.2941 0.08 0.09 0.02 -0.2513
C -2.9758 2.8514 2.5181 -0.05 -0.05 -0.01 -0.7860
C -2.2955 2.4844 1.3376 -0.03 -0.06 -0.02 0.5559
S -2.8069 1.1746 0.3727 -0.03 0.11 -0.03 -0.3952
H 0.0345 4.8223 1.3726 -0.01 0.00 0.01 0.4073
H -1.1454 5.5228 3.4722 0.01 0.04 0.03 0.3837
H -3.1530 4.1577 4.1886 -0.02 0.02 0.05 0.3874
H -3.8316 2.2464 2.7772 -0.03 -0.02 0.01 0.4050
C -0.2217 -0.1337 2.0248 -0.04 0.28 0.01 0.6396
P 0.5154 -0.3720 0.3761 0.13 -0.01 -0.26 -0.2094
C 2.2543 0.0712 0.6399 -0.04 0.05 -0.03 1.0657
C 3.2514 -0.8415 0.9624 -0.05 -0.01 -0.06 -0.4621
C 4.5536 -0.4082 1.1567 0.03 0.10 -0.06 -0.7362
C 4.8626 0.9387 1.0308 -0.01 -0.06 0.03 -0.8915
C 3.8690 1.8527 0.7127 0.00 0.06 0.06 -0.4318
C 2.5683 1.4236 0.5098 -0.02 0.02 0.08 -0.7951
C 0.4792 -2.1034 -0.1421 0.00 0.01 0.05 0.9649
C -0.5029 -2.9846 0.2969 -0.03 0.05 0.12 -1.0015
C -0.5771 -4.2662 -0.2286 0.01 0.01 0.01 -0.4076
C 0.3229 -4.6702 -1.2016 0.04 0.01 -0.02 -0.6782
C 1.2841 -3.7814 -1.6676 -0.03 -0.02 0.00 -0.5558
C 1.3552 -2.4985 -1.1535 -0.01 -0.04 0.01 -0.4797
P 0.0225 -0.9830 3.6493 -0.04 -0.12 0.13 -0.7799
C -1.2912 -2.2635 3.6619 -0.06 0.07 -0.05 0.9380
C -1.1161 -3.4414 4.3893 0.00 0.03 0.04 -0.5630
C -2.1447 -4.3619 4.5142 -0.01 0.00 0.00 -0.6259
C -3.3755 -4.1193 3.9235 -0.02 -0.03 0.01 -0.5677
C -3.5725 -2.9407 3.2209 -0.01 -0.02 0.01 -0.6028
C -2.5463 -2.0170 3.0981 0.08 -0.03 0.04 -0.6368
C 1.5595 -1.9803 3.5527 0.02 0.04 -0.10 0.4998
C 1.6716 -3.2558 2.9982 -0.04 0.03 -0.04 0.2422
C 2.8912 -3.9108 2.9707 0.05 0.03 -0.02 -0.9054
C 4.0243 -3.2958 3.4893 0.01 0.00 0.03 -0.4444
C 3.9269 -2.0313 4.0486 -0.02 -0.07 0.04 -0.7379
C 2.6995 -1.3864 4.0889 -0.01 -0.02 0.02 -0.3208
H -1.3019 -0.0583 1.8606 0.05 0.00 -0.01 -0.7427
H 0.0670 0.9114 2.2139 -0.05 -0.11 -0.03 0.4689
H 3.0158 -1.8926 1.0532 0.00 -0.06 0.01 0.5005
H 5.3251 -1.1257 1.3990 0.04 -0.04 0.02 0.5294
H 5.8816 1.2742 1.1661 0.06 0.02 0.01 0.3749
H 4.1106 2.9005 0.5927 0.01 0.01 -0.02 0.4746
H 1.7988 2.1333 0.2245 -0.04 0.01 -0.01 0.2901
H -1.2175 -2.6773 1.0513 0.05 -0.01 -0.05 0.5859
H -1.3456 -4.9416 0.1217 -0.03 -0.03 0.01 0.4607
H 0.2641 -5.6681 -1.6146 0.00 -0.04 -0.01 0.3912
H 1.9685 -4.0788 -2.4502 0.02 -0.02 -0.03 0.4843
H 2.0683 -1.7922 -1.5585 0.07 0.06 -0.01 0.2648
H -0.1631 -3.6480 4.8600 -0.01 0.00 0.02 0.4558
H -1.9802 -5.2731 5.0738 0.00 -0.03 0.02 0.4011
H -4.1771 -4.8401 4.0155 -0.02 -0.02 0.00 0.3869
H -4.5279 -2.7333 2.7594 -0.05 0.01 -0.02 0.4424
H -2.7420 -1.1083 2.5434 -0.03 0.05 -0.03 0.4249
H 0.8020 -3.7460 2.5858 -0.05 0.01 -0.07 0.4741
H 2.9588 -4.8975 2.5307 0.01 -0.02 0.00 0.4171
H 4.9783 -3.8060 3.4613 0.03 -0.01 0.00 0.3979
H 4.8036 -1.5451 4.4545 0.03 0.02 0.01 0.4112
H 2.6234 -0.4003 4.5308 0.00 0.03 0.01 0.3682
```
Forces are in eV/Å.

Record 4
Below is a single C2H6N4 molecule at a distorted geometry, with properties calculated with the ωB97M-V functional and the def2-TZVPD basis.

Net charge ... 0
Relative energy (zero: lowest compared OMol25 entry of this formula, charge and spin) ... 135.7 kcal/mol
HOMO energy ... -0.322 hartree
Gap between HOMO and LUMO ... 9.67 eV
Lowest unoccupied orbital energy ... 0.0330 Eh

The geometry in XYZ format:
```
12
Properties=species:S:1:pos:R:3:forces:R:3:mulliken_charge:R:1
C 0.2643 0.4460 0.1304 1.23 -0.54 0.23 -0.3461
C -2.0547 0.7686 0.0290 -0.92 -3.97 4.26 -0.8911
N 3.3207 0.6118 0.2677 -0.10 0.19 0.01 -0.5540
N 1.2082 -0.5012 0.0955 -2.00 -1.37 -0.85 -0.0619
N 2.6574 -0.3254 0.0651 -0.01 -1.68 -0.33 0.1756
N -0.9074 -0.1167 -0.0751 -1.07 4.07 0.41 -0.0743
H -2.6795 0.6819 -0.7628 -2.34 -1.09 -2.39 0.4009
H -2.6213 0.5271 1.0568 1.02 0.91 -2.30 0.2238
H -1.7760 1.7159 -0.0699 1.61 4.00 0.52 0.3952
H 0.8512 -1.4512 -0.2900 1.68 1.40 0.77 0.2920
H 2.9082 -1.3396 -0.1491 0.77 0.80 0.11 0.2123
H -1.1711 -1.0173 -0.2976 0.12 -2.71 -0.45 0.2277
```
Forces are in eV/Å.

Which formula does entry 4 have?
C2H6N4